{"formula": "C4H8O2", "method": "wB97M-V/def2-TZVPD", "species": ["C", "C", "O", "C", "C", "O", "H", "H", "H", "H", "H", "H", "H", "H"], "positions_angstrom": [[2.0845, -0.4043, -0.4219], [0.6169, 0.3818, 0.3126], [0.9207, 1.1535, 1.1880], [-0.5079, -0.2911, -0.1419], [-1.8624, 0.0100, 0.4402], [-2.6178, 0.9235, -0.3389], [2.7837, -0.6705, 0.3736], [2.0517, -1.1637, -1.2124], [2.4221, 0.5321, -0.8731], [-0.4533, -0.7876, -1.1075], [0.9241, -0.9266, 0.1323], [-1.7348, 0.3717, 1.4699], [-2.4587, -0.9059, 0.4748], [-2.1686, 1.7771, -0.2958]], "forces_ev_per_a": [[0.3332, -0.0124, -0.1328], [-0.1819, 0.1441, 0.2838], [-0.0756, -0.2250, -0.2996], [-0.0919, 0.1996, -0.0575], [0.1025, -0.2898, 0.2300], [0.0698, 0.2979, -0.0397], [-0.1319, 0.0351, -0.0926], [-0.0524, 0.0786, 0.1107], [-0.1228, -0.1229, 0.0875], [0.0773, 0.0305, 0.1750], [0.1436, -0.0996, -0.0395], [-0.0447, -0.0426, -0.1664], [0.0848, 0.0957, -0.0008], [-0.1102, -0.0891, -0.0581]], "mol_weight_g_mol": 88.11, "multiplicity": 1, "relative_energy_kcal_mol": 108.4, "homo_lumo_gap_ev": 9.678}